Entry from the OMol25 dataset: an isolated molecule of CH2S at a distorted geometry (wB97M-V/def2-TZVPD).

Largest force on an atom ... 1.5 eV/Å
Charge ... 0
Total energy ... -437.44091 Ha
Gap between HOMO and LUMO ... 8.49 eV
Multiplicity ... 1
Relative energy (zero: lowest compared OMol25 entry of this formula, charge and spin) ... 10.0 kJ/mol
SMILES ... C=S

Geometry as XYZ:
```
4
Properties=species:S:1:pos:R:3:forces:R:3:lowdin_charge:R:1
S 0.79294 -1.14405 0.41129 0.281 -0.281 -0.246 0.60
C -0.07576 0.08933 -0.12026 0.594 0.497 1.234 -0.60
H 0.43674 1.06955 -0.27252 -0.859 -0.739 -0.360 0.01
H -1.15392 -0.01483 -0.01852 -0.016 0.523 -0.628 -0.01
```
Positions in Å, forces in eV/Å.